Record 1
The following is a quantum chemistry calculation of a structure of composition C18H36BMnNO6S, from OMol25.

Values from the calculation:
2S+1: 6
Calculated total energy: -2787.0407 Eh
E_LUMO (spin up / spin down): -9.308 / -9.257 eV
F_max: 0.88 eV Å⁻¹
⟨S²⟩: 8.754
Gap between HOMO and LUMO (spin up / spin down): 5.8 / 5.8 eV
Net charge: +2

XYZ file:
```
64
C18H36BMnNO6S, DFT wB97M-V/def2-TZVPD
Mn -0.197 0.978 1.944
S 0.832 1.757 -1.732
O 0.859 0.934 -2.881
O -3.868 2.342 -0.353
O 0.920 0.740 -0.395
O 1.811 2.747 -1.488
O -0.076 -1.198 -1.281
O -4.024 1.434 -2.603
N -2.462 -0.549 0.259
C 4.811 -2.272 -0.172
C -2.941 1.770 2.790
C -0.878 3.511 -0.418
C 1.775 -2.694 -0.502
C 0.321 -2.555 -0.927
C 4.514 -3.763 -2.213
C 4.176 -2.417 -1.558
C 0.135 3.543 0.696
C -0.815 2.424 -1.536
C -1.823 1.248 -1.423
C 1.995 -4.189 -0.269
C 1.103 4.418 0.933
C -2.575 1.700 4.279
C -1.474 0.406 -0.206
C -2.665 -0.552 1.684
C -0.103 -0.276 -0.308
C -3.618 0.485 2.282
C 2.681 -2.062 -1.573
B -3.353 1.717 -1.469
H 5.505 -3.726 -2.659
H -4.417 0.687 1.573
H 4.902 -1.215 0.094
H 4.488 -4.587 -1.500
H -3.416 2.015 4.892
H 1.634 4.464 1.874
H 4.650 -1.653 -2.178
H -0.758 4.481 -0.899
H 1.241 -4.594 0.411
H 0.122 -0.788 0.679
H -1.665 0.606 -2.295
H 1.915 -2.148 0.443
H -4.770 1.989 -2.853
H 4.233 -2.747 0.621
H -4.539 3.014 -0.522
H -1.878 3.504 0.019
H -2.213 -1.482 -0.051
H -0.976 2.920 -2.495
H -4.070 0.016 3.157
H 2.966 -4.397 0.169
H 3.807 -3.999 -3.010
H -1.673 -0.374 2.277
H 2.619 -0.975 -1.478
H -3.600 2.618 2.618
H 5.819 -2.681 -0.169
H -2.971 -1.561 1.954
H -1.418 1.159 0.615
H -2.278 0.694 4.588
H -0.372 -2.950 -0.174
H -2.018 2.005 2.203
H 1.921 -4.731 -1.212
H 0.155 -3.122 -1.840
H 1.399 5.124 0.165
H 0.082 2.719 1.457
H -1.755 2.380 4.524
H 2.263 -2.292 -2.558
```

Record 2
The following is a quantum chemistry calculation of a structure of composition C18H36BeClN2O6 at a distorted geometry, from OMol25.

Values from the calculation:
2S+1: 3
Calculated total energy: -1742.4130 Eh
E_LUMO (spin up / spin down): -7.348 / -7.354 eV
F_max: 10.01 eV Å⁻¹
⟨S²⟩: 2.006
Gap between HOMO and LUMO (spin up / spin down): 4.5 / 4.8 eV
Net charge: +1

XYZ file:
```
64
C18H36BeClN2O6, DFT wB97M-V/def2-TZVPD
Cl 0.974 1.127 3.769
O 0.289 1.705 4.897
O 3.202 2.905 -0.262
O 2.196 0.386 4.069
O 0.009 0.365 3.057
O -3.681 -0.183 2.038
O 1.301 2.151 2.795
N 3.751 1.699 -0.773
N -3.977 -0.962 0.885
C 5.658 0.137 -0.769
C 4.854 0.814 1.462
C -3.224 -2.030 -1.236
C -5.609 -1.450 -0.994
C -2.799 -1.234 0.042
C 5.028 1.307 -0.038
C -6.448 -0.911 1.274
C 3.572 -0.571 -1.753
C 4.708 -1.063 -0.959
C 2.831 0.638 -1.138
C 1.926 1.117 -2.312
C -5.286 -0.622 0.231
C -5.398 0.866 -0.215
C 1.855 0.197 -0.029
C -2.048 -0.073 -0.585
C -4.464 -1.473 -1.952
C 6.068 2.484 -0.065
C -1.815 -2.192 0.767
Be -2.402 1.564 3.892
H -6.372 1.218 -0.556
H -1.185 -2.663 0.013
H -2.464 -2.001 -2.017
H 1.208 -0.613 -0.366
H -2.235 -3.008 1.355
H 2.320 -0.187 0.879
H -2.642 0.632 -1.165
H -6.375 -0.959 -1.594
H 1.212 0.993 0.347
H -5.171 1.558 0.595
H 6.881 2.393 0.656
H -1.647 0.475 0.268
H -4.627 -2.064 -2.853
H 2.958 -1.432 -2.018
H 4.179 0.008 1.748
H -6.260 -1.829 1.832
H -3.519 -3.069 -1.091
H -7.427 -1.162 0.866
H -6.038 -2.430 -0.785
H -1.248 -0.505 -1.186
H 5.679 3.473 0.174
H 6.655 2.664 -0.966
H -1.098 -1.583 1.318
H 2.359 0.878 -3.284
H -4.712 1.187 -0.999
H 1.709 2.182 -2.235
H 6.598 -0.208 -0.338
H 5.809 0.607 1.945
H -6.524 -0.113 2.013
H 4.644 1.757 1.966
H -4.213 -0.524 -2.425
H 5.283 -1.887 -1.382
H 4.313 -1.362 0.012
H 0.879 0.816 -2.339
H 4.050 -0.350 -2.707
H 5.951 0.410 -1.783
```

Record 3
The following is a quantum chemistry calculation of a structure of composition C18H36Br6O3 at a distorted geometry, from OMol25.

Values from the calculation:
Calculated total energy: -16376.2746 Eh
E_LUMO: 0.098 eV
F_max: 13.09 eV Å⁻¹
Gap between HOMO and LUMO: 7.7 eV

XYZ file:
```
63
C18H36Br6O3, DFT wB97M-V/def2-TZVPD
Br 2.250 -0.442 -1.564
Br 3.435 -0.801 -6.324
Br 1.303 1.880 1.080
Br -1.277 -0.408 -2.045
Br -0.830 2.156 2.244
Br -3.181 -1.845 2.702
O -1.656 -3.073 -1.203
O 0.360 -1.390 1.123
O -1.363 4.072 -1.959
C 2.605 -1.857 1.395
C -0.142 5.726 -0.976
C 0.190 0.070 -0.744
C -2.662 -2.993 0.826
C 2.494 -0.109 -3.535
C -1.196 0.371 2.969
C 0.737 4.523 -0.852
C -2.738 0.024 3.011
C 1.447 -2.084 0.435
C -1.215 -2.724 1.039
C 1.885 -2.301 2.662
C -2.869 -2.672 -0.583
C -0.295 1.004 0.290
C -1.562 5.200 -1.136
C -0.547 -2.706 -0.323
C 0.451 -1.861 2.491
C -0.051 3.469 -1.676
C 3.347 -1.099 -4.308
H -1.024 -1.757 1.504
H 1.922 -3.378 2.828
H 2.369 -1.926 3.564
H -0.967 1.776 -0.085
H 4.381 -1.157 -3.970
H 1.029 0.576 -1.222
H -0.148 6.399 -0.118
H 2.843 -2.038 -4.075
H 0.213 -0.987 3.097
H -2.992 -1.620 -0.841
H 3.476 -2.480 1.190
H -3.413 0.517 2.312
H -0.100 2.595 -1.026
H -3.103 0.354 3.983
H -3.542 -2.627 1.355
H -0.698 -0.329 2.297
H -0.577 0.318 3.865
H 0.202 6.330 -1.815
H -3.737 -3.222 -0.945
H 0.575 3.166 -2.516
H -0.798 -3.525 1.649
H -0.701 0.328 1.043
H 2.619 0.964 -3.683
H 1.705 4.853 -1.230
H 1.775 -1.713 -0.536
H 0.555 -0.855 -0.298
H 0.327 -3.356 -0.280
H -2.018 4.902 -0.192
H -0.343 -1.674 -0.609
H 2.926 -0.816 1.349
H 1.561 -0.198 -4.091
H 0.793 4.345 0.221
H -0.285 -2.623 2.749
H -2.226 5.916 -1.621
H -2.748 -4.071 0.963
H 1.231 -3.114 0.149
```

Record 4
The following is a quantum chemistry calculation of a structure of composition C18H36CaF6O18P at a distorted geometry, from OMol25.

Values from the calculation:
Calculated total energy: -3679.9685 Eh
E_LUMO: -4.531 eV
F_max: 5.91 eV Å⁻¹
Gap between HOMO and LUMO: 7.3 eV
Net charge: +1

XYZ file:
```
80
C18H36CaF6O18P, DFT wB97M-V/def2-TZVPD
Ca -2.053 2.499 1.036
P -0.401 -0.583 1.292
F -0.268 -0.549 2.945
F -0.291 1.026 1.374
F 1.264 -0.744 1.275
F -0.737 -2.193 1.230
F -0.610 -0.485 -0.265
F -2.040 -0.454 1.532
O -4.738 -1.459 -3.087
O -0.016 -5.035 -1.804
O 2.242 -5.151 -1.879
O -2.818 -1.291 -4.329
O 1.483 5.379 1.541
O -2.091 1.904 3.454
O 1.948 3.631 2.756
O -4.749 -1.453 -5.498
O 4.208 -1.546 -1.560
O 0.700 2.316 -2.634
O -1.010 2.310 -1.099
O -0.062 3.727 1.749
O -1.971 2.207 5.742
O 6.300 -2.292 -1.505
O 1.136 -4.427 0.018
O -3.509 0.919 5.009
O 4.792 -3.502 -2.710
O -1.227 2.765 -3.428
C -2.528 3.031 -3.269
C 2.737 5.973 1.840
C -2.482 1.726 4.635
C 2.273 -4.166 0.813
C 1.766 2.026 -1.665
C -0.919 3.163 5.746
C 1.225 -4.868 -1.241
C -4.164 -1.362 -4.369
C -0.558 2.461 -2.266
C -2.041 -0.975 -3.155
C -1.206 -4.387 -1.273
C -6.126 -1.529 -2.900
C -4.595 0.458 4.130
C 7.287 -3.328 -1.583
C 1.031 4.219 2.057
C 1.755 2.217 2.992
C 5.086 -2.544 -2.064
C 2.800 -1.598 -1.893
H -0.858 3.705 6.689
H -2.091 -1.594 -2.260
H 2.466 -0.965 -2.715
H -5.058 -0.300 4.762
H 3.078 -3.626 0.315
H 7.423 -3.896 -2.504
H 2.053 -3.608 1.723
H 2.191 -1.344 -1.025
H 8.230 -2.877 -1.274
H -6.654 -1.385 -3.842
H -2.071 -4.644 -1.884
H -3.067 2.220 -2.779
H -5.284 1.249 3.836
H 2.962 6.125 2.896
H -1.035 -3.311 -1.242
H 7.025 -4.105 -0.866
H 0.831 1.927 3.491
H 3.491 5.304 1.428
H -0.992 -0.901 -3.443
H -6.539 -0.835 -2.168
H -2.770 3.932 -2.706
H 2.462 -2.609 -2.119
H -0.913 3.926 4.968
H -4.288 -0.204 3.321
H -1.493 -4.835 -0.322
H -6.509 -2.485 -2.543
H 1.829 1.625 2.080
H 1.826 2.844 -0.947
H 2.495 1.832 3.694
H 0.048 2.680 5.608
H 1.369 1.122 -1.203
H -2.877 3.199 -4.288
H 2.809 6.938 1.339
H 2.762 1.986 -2.105
H -2.380 -0.019 -2.754
H 2.708 -5.107 1.150
```

Record 5
The following is a quantum chemistry calculation of a structure of composition C18H36KO18, from OMol25.

Values from the calculation:
Calculated total energy: -2661.6584 Eh
E_LUMO: -1.921 eV
F_max: 0.76 eV Å⁻¹
Gap between HOMO and LUMO: 11.6 eV
Net charge: +1

XYZ file:
```
73
C18H36KO18, DFT wB97M-V/def2-TZVPD
K 0.265 -0.438 0.024
O 1.451 -1.689 -4.408
O -1.919 0.086 1.637
O 1.189 -0.285 -2.676
O 0.976 1.341 1.878
O -2.908 -3.349 -1.966
O -0.975 4.249 -1.540
O -3.981 -0.494 2.356
O 1.549 3.468 2.029
O -1.439 -2.840 -0.330
O 2.930 -1.485 0.512
O -2.465 -4.839 -0.481
O 1.051 2.348 3.882
O 0.638 0.262 -4.802
O 4.719 -2.359 1.558
O -3.312 1.529 2.659
O 5.011 -1.464 -0.371
O -2.566 2.821 -1.749
O -0.570 2.089 -1.002
C 1.059 1.096 4.558
C -2.972 0.345 2.174
C -1.703 -5.309 0.642
C -1.301 2.970 -1.385
C -3.081 1.505 -1.628
C 1.184 2.308 2.557
C 4.108 -1.745 0.555
C 3.919 -2.748 2.664
C 4.542 -0.854 -1.593
C -2.336 2.561 2.499
C -3.860 -1.762 1.730
C 1.606 -2.785 -3.518
C 1.974 4.550 2.880
C -2.763 -2.041 -2.510
C 1.095 -0.542 -3.854
C -2.202 -3.608 -0.871
C 0.306 4.643 -1.041
C 0.198 1.548 -4.371
H -2.934 1.125 -0.614
H -1.639 2.525 3.339
H 0.227 4.913 0.013
H 3.076 -2.070 2.789
H -0.647 -5.143 0.447
H -1.816 2.475 1.549
H 0.278 0.424 4.199
H 0.587 5.532 -1.600
H -2.013 -4.832 1.568
H 0.899 1.290 5.613
H -3.264 -1.316 -1.868
H -2.964 -2.287 2.052
H -1.915 -6.371 0.702
H 2.019 0.595 4.422
H -4.746 -2.324 2.008
H 4.553 -2.746 3.545
H 3.488 -0.592 -1.544
H -1.705 -1.803 -2.628
H -2.856 3.514 2.560
H 1.062 3.869 -1.124
H 1.105 5.073 3.280
H 1.684 -3.680 -4.125
H 3.530 -3.758 2.523
H -0.513 1.444 -3.553
H 2.567 5.207 2.257
H -3.850 -1.647 0.645
H -4.129 1.529 -1.900
H 4.659 -1.591 -2.386
H 1.024 2.197 -4.094
H 0.746 -2.870 -2.848
H 2.500 -2.701 -2.898
H -3.243 -2.056 -3.482
H -0.341 1.978 -5.212
H 2.542 4.171 3.725
H 5.163 0.019 -1.754
H -2.552 0.826 -2.305
```

Record 6
The following is a quantum chemistry calculation of a structure of composition C18H36LiO18 at a distorted geometry, from OMol25.

Values from the calculation:
Calculated total energy: -2068.9181 Eh
E_LUMO: -1.893 eV
F_max: 11.20 eV Å⁻¹
Gap between HOMO and LUMO: 11.2 eV
Net charge: +1

XYZ file:
```
73
C18H36LiO18, DFT wB97M-V/def2-TZVPD
O 2.073 1.664 3.255
O 1.306 1.581 -0.810
O -1.313 -3.458 2.042
O -1.380 1.542 0.564
O 0.586 0.173 4.236
O -2.987 -1.964 1.852
O 2.254 -3.182 -1.239
O 3.203 -2.490 0.606
O 0.863 0.094 2.054
O 3.283 2.117 -1.846
O -2.404 -0.927 -3.637
O -0.805 -0.441 -2.261
O -1.020 -1.602 0.707
O -2.468 2.978 1.667
O 1.615 -1.219 -0.363
O -2.984 2.782 -0.556
O 1.879 3.648 -1.149
O -0.996 0.566 -4.218
C -2.940 -2.070 -2.821
C 3.643 0.743 -2.186
C 1.161 -3.325 -2.299
C -3.557 -0.898 1.278
C 2.623 2.168 2.082
C 0.385 1.028 -4.217
C 3.344 -1.676 1.757
C -1.636 -2.317 1.474
C 0.052 -4.020 1.848
C -0.388 -0.831 4.337
C 2.272 -2.230 -0.371
C 1.144 0.511 3.128
C -2.257 2.420 0.540
C -2.098 2.549 2.899
C 0.576 4.115 -0.973
C 2.142 2.388 -1.228
C -3.015 1.951 -1.652
C -1.348 -0.325 -3.346
Li -0.002 -0.047 0.058
H -0.043 -1.562 3.642
H 1.828 2.511 1.435
H -0.020 -5.156 1.920
H -3.967 2.194 -2.131
H 2.770 -1.925 2.656
H -2.093 -2.571 -2.622
H 1.032 -4.227 -2.763
H 1.523 -2.687 -3.209
H 0.454 5.108 -1.029
H 0.132 -3.960 0.799
H 3.140 3.097 2.252
H 3.573 -0.505 1.399
H 3.060 0.074 -2.486
H -0.199 3.593 -1.644
H 0.556 0.673 -5.333
H 0.784 -3.571 2.292
H 4.439 0.832 -2.787
H 0.248 -2.997 -1.842
H -3.716 -2.572 -3.383
H 0.413 2.210 -4.241
H -2.243 3.220 3.648
H 0.922 0.817 -3.172
H 0.377 3.840 0.041
H -1.104 2.327 2.676
H -3.511 0.074 1.902
H -3.123 0.885 -1.502
H -1.321 -0.420 3.730
H 4.356 -1.913 2.226
H -3.473 -1.579 -1.961
H -3.418 -0.739 0.243
H 3.987 0.299 -1.042
H 3.440 1.543 1.389
H -2.225 1.939 -2.313
H -2.359 1.535 3.296
H -4.586 -1.115 1.304
H -0.438 -1.266 5.398
```

> Which formula does entry 4 have?

C18H36CaF6O18P